Entry from OMol25: the molecule C3H2N4O (ωB97M-V/def2-TZVPD).

Last column: natural (NBO) charge in e.
Element x y z (Å)
N: -1.403283 1.243788 0.634923  0.05
O: 0.409626 -1.955013 1.365394  -0.48
H: 0.874537 -1.641357 -1.401289  0.25
C: 0.447062 -0.935337 0.718534  0.57
C: -0.098975 0.572316 -1.180864  -0.04
N: -1.167541 1.130359 -0.507604  -0.12
H: 0.053498 0.592652 -2.177311  0.22
C: 0.579939 -0.541162 -0.712508  -0.29
N: -0.262296 1.231488 1.626583  -0.01
N: 0.567433 0.302267 1.634141  -0.15

Atoms 1-3, force components in eV/Å:
N -0.603 0.420 4.464
O 0.020 0.656 -2.044
H -0.523 4.010 1.628

Its SMILES is O=c1ccnnnn1. The value obtained for the energy relative to the best compared isomer or geometry (same formula, charge and spin) is 427.92 kJ/mol. Its max |F| is 5.182 eV/A. The molecular weight is 110.1 g mol⁻¹. As for the highest occupied orbital energy: -9.1300 eV.